# 1
Below is a 14-piece molecular cluster, C6H39NO14 overall in a non-equilibrium geometry, with properties calculated with ωB97M-V/def2-TZVPD.

XYZ file:
```
60
Properties=species:S:1:pos:R:3:lowdin_charge:R:1
O 1.006 -2.971 -0.381 -0.10
O -1.202 -1.295 -3.386 -0.09
O 1.343 -0.928 4.517 -0.08
O -0.960 3.598 0.240 -0.05
O -0.092 1.743 -1.489 -0.08
O 0.906 -3.095 -3.758 -0.05
O -0.780 0.793 4.547 -0.04
O 2.913 -2.319 -2.175 -0.07
O 2.285 1.566 -3.169 -0.08
O 3.177 -4.169 0.744 -0.03
O -0.749 2.508 2.736 -0.01
O -3.477 1.220 -2.382 -0.04
O -0.124 0.908 -4.200 -0.07
O 3.729 1.752 -1.137 -0.10
N -0.277 0.692 1.562 0.11
C -1.891 -1.187 2.018 -0.17
C -2.414 0.572 0.228 -0.06
C 0.129 1.798 2.272 -0.52
C -1.689 0.297 1.548 -0.37
C -3.385 -1.451 2.085 -0.11
C 1.632 1.859 2.423 0.04
H 1.919 1.328 3.316 0.06
H 4.709 1.860 -1.196 0.06
H 0.318 0.007 1.107 0.15
H -0.531 1.887 -0.622 0.00
H 2.916 -4.222 1.648 0.04
H -0.235 1.640 -3.571 0.03
H 2.076 1.340 1.571 0.08
H 0.852 1.021 -4.200 0.04
H 1.716 1.786 -2.401 0.02
H 3.559 0.875 -1.562 0.05
H -0.744 -0.431 -3.373 -0.02
H 0.572 -0.358 4.710 -0.01
H -0.391 4.339 0.055 0.06
H -3.962 -0.603 2.487 0.08
H -1.847 0.076 -0.578 0.08
H -3.980 1.886 -1.993 0.00
H -1.210 3.368 1.154 0.03
H -2.310 1.616 -0.047 0.06
H -3.367 0.107 0.020 0.08
H -1.457 -1.254 3.014 0.10
H -1.010 1.707 4.780 0.08
H -1.410 0.529 3.893 0.01
H 2.762 2.399 -3.154 0.06
H -1.713 -1.134 -4.201 0.06
H -3.726 -2.290 2.702 0.08
H -1.412 -1.773 1.239 0.11
H -2.341 0.861 2.224 0.13
H 0.126 0.796 -1.487 0.06
H -3.896 -1.582 1.130 0.07
H 1.963 2.883 2.279 0.09
H 1.792 -3.038 0.225 0.02
H 3.728 -2.499 -2.603 0.03
H 2.160 -2.809 -2.565 -0.01
H -2.542 1.519 -2.361 0.03
H 0.602 -2.203 -3.996 0.04
H 0.066 -3.510 -3.605 0.05
H 2.022 -0.356 4.125 0.01
H 1.255 -2.709 -1.279 -0.02
H 2.886 -4.952 0.273 0.06
```

Properties
E_LUMO   0.18 eV
Relative energy (zero: lowest compared OMol25 entry of this formula, charge and spin)   3.7768 eV
Strongest force on any atom   2.942 eV/A

# 2
Below is C3H6EuLiO5 as an isolated structure in a non-equilibrium geometry, with properties calculated with ωB97M-V/def2-TZVPD.

XYZ file:
```
16
Properties=species:S:1:pos:R:3:mulliken_spin:R:1
Eu 0.622 4.792 0.006 8.05
O 1.667 2.734 -0.310 -0.02
O -0.862 -2.930 -0.558 0.00
O 0.535 -0.699 -0.087 0.01
O -2.354 -1.241 -0.206 0.00
O -0.923 -1.799 1.403 0.00
C 0.398 0.703 -0.105 0.00
C 1.727 1.365 -0.440 -0.03
C -1.234 -1.776 0.079 0.00
Li -2.782 -1.132 1.653 0.00
H 2.503 0.928 0.223 0.00
H 0.347 -1.133 1.169 0.00
H 0.040 1.065 0.881 0.00
H 2.002 1.060 -1.471 0.00
H -1.316 -2.961 -1.407 0.00
H -0.372 1.025 -0.830 0.00
```

Properties
E_LUMO (alpha / beta)   -0.66 / -0.67 eV
2S+1   9
Expectation value of S²   20.009
Strongest force on any atom   3.840 eV/A

# 3
Below is a 3-piece molecular cluster, C5H14N2O2 overall in a non-equilibrium geometry, with properties calculated with ωB97M-V/def2-TZVPD.

XYZ file:
```
23
Properties=species:S:1:pos:R:3:lowdin_charge:R:1
O -2.259 0.793 -1.405 -0.09
O -0.988 -1.366 -1.839 0.14
N -0.836 0.988 -1.587 -0.03
N 0.907 -0.308 -2.454 0.22
C 0.332 0.106 0.838 -0.54
C -0.290 -0.253 -1.857 -0.52
C 1.556 -0.793 0.937 -0.13
C 0.571 1.367 1.672 -0.14
C -0.892 -0.639 1.365 -0.13
H 1.394 -1.190 -2.415 0.13
H -1.778 -0.011 1.235 0.07
H 1.501 1.882 1.411 0.06
H 1.439 -1.716 0.359 0.06
H -0.835 -0.883 2.438 0.07
H 2.476 -0.289 0.620 0.06
H 1.728 -1.119 1.975 0.07
H -0.246 2.087 1.564 0.07
H -0.211 0.858 -0.357 0.16
H 0.648 1.136 2.747 0.07
H 1.370 0.576 -2.600 0.13
H -1.039 -1.585 0.835 0.06
H -1.885 -1.123 -1.534 0.13
H -2.658 1.482 -1.948 0.10
```

Properties
E_LUMO   0.57 eV
Relative energy (zero: lowest compared OMol25 entry of this formula, charge and spin)   5.0820 eV
Strongest force on any atom   4.169 eV/A

# 4
Below is a 2-piece molecular cluster, C5H14 overall in a non-equilibrium geometry, with properties calculated with ωB97M-V/def2-TZVPD.

XYZ file:
```
19
Properties=species:S:1:pos:R:3:lowdin_charge:R:1
C -0.355 -0.447 2.826 -0.13
C 0.778 0.357 -2.293 -0.17
C -0.896 -0.818 0.410 -0.16
C 1.301 1.803 -2.211 -0.17
C -1.102 -1.332 1.829 -0.30
H 2.193 2.147 -2.742 0.05
H -2.176 -1.131 1.963 0.10
H 0.928 -0.111 -3.260 0.06
H -1.685 -1.119 -0.294 0.07
H 1.536 2.017 -1.162 0.06
H -0.319 0.364 -2.276 0.06
H -0.093 -1.295 -0.168 0.05
H 0.035 -1.051 3.660 0.07
H 0.576 -0.063 2.376 0.07
H -0.687 0.229 0.278 0.06
H 1.145 -0.155 -1.417 0.04
H 0.611 2.564 -2.622 0.06
H -0.919 -2.396 1.916 0.10
H -0.868 0.437 3.186 0.07
```

Properties
E_LUMO   1.10 eV
Relative energy (zero: lowest compared OMol25 entry of this formula, charge and spin)   0.8360 eV
SMILES string   CCC.CC
Strongest force on any atom   2.479 eV/A